Here is a molecular structure, C28H29ClN6O2S4Ti in a non-equilibrium geometry from the Open Molecules 2025 dataset. Energies are from ωB97M-V/def2-TZVPD.

```
71
Properties=species:S:1:pos:R:3:forces:R:3
Ti 0.321552 -0.063492 -1.061024 -0.2 0.2 1.0
C -1.935158 -1.247352 -2.847537 -0.2 -0.1 -0.2
H 1.500460 0.175468 3.267805 -0.1 0.0 0.0
C 4.336435 -1.942279 1.159862 -0.1 0.0 0.1
S -2.717083 -1.828567 1.460397 -0.1 0.0 -0.1
H 4.282239 0.958163 -5.739159 0.0 0.0 0.0
H -2.346046 4.012480 0.413487 0.0 0.0 0.1
C 0.689549 3.049791 -5.597311 0.0 0.0 0.0
N 0.660154 0.235971 -3.135952 0.2 -0.3 -0.1
H 2.426950 2.296783 2.192969 0.0 0.0 0.0
H 0.285314 -2.716652 1.117811 0.0 0.0 0.0
H -2.926248 0.690377 0.419537 0.0 0.0 0.1
C -0.379183 3.843115 -5.211558 0.0 0.0 0.0
H -5.438059 0.355761 -3.293887 0.0 0.0 0.0
C -4.460947 -0.087020 -3.160765 0.0 0.0 0.0
H -2.578609 -0.165677 3.188546 0.0 0.0 0.0
C 3.183369 2.724119 -5.531283 0.0 0.0 0.0
H 0.697323 2.301538 2.577236 0.0 0.0 0.0
N 4.184637 -1.525792 -0.094468 0.2 0.0 -0.1
H 0.788511 -2.237157 2.740991 0.0 0.0 0.0
C 2.472094 0.502167 -4.690043 -0.1 0.1 0.0
H 4.001244 3.318741 -5.920256 0.0 0.0 0.0
O 0.052823 -1.761301 -1.523041 -0.1 0.4 -0.4
C -3.232239 -0.304122 2.327743 0.0 0.1 0.1
Cl -5.287910 -1.989658 -4.890873 0.0 0.0 0.0
C 1.505925 0.352409 2.191723 0.0 0.1 0.0
C 2.607558 -0.919908 -4.759386 0.0 -0.1 0.0
C -1.706000 3.135908 0.526504 0.0 0.0 -0.1
C 3.365586 1.397614 -5.359844 0.0 -0.1 0.0
C 1.644943 -1.709864 -4.241235 0.0 0.0 -0.1
H -4.235129 -0.482304 2.710919 0.0 0.0 0.0
H -0.213932 -0.862104 -4.701420 0.0 0.1 0.0
C -2.882726 -1.826731 -3.684747 0.0 0.0 0.0
H -3.772786 1.387645 -1.758565 0.0 0.0 0.0
S -2.112417 2.241805 2.050015 0.0 0.0 0.1
H 0.010295 4.148246 1.416470 0.0 0.0 0.0
H -1.473320 -3.538366 2.550696 0.0 0.0 0.0
S 1.035461 2.360722 0.234770 -0.1 -0.1 -0.1
H 0.541601 2.149876 -6.178304 0.0 0.0 0.0
C -0.541139 -1.830674 -2.837947 0.0 -0.1 0.2
H -1.509979 -2.077025 3.516073 0.0 0.0 0.0
C 1.039261 5.314450 -4.260672 0.0 0.0 0.0
H -0.123560 4.317741 -0.315702 0.0 0.0 0.0
O -1.409173 0.498123 -1.269041 0.3 -0.2 -0.4
H 1.184568 6.247483 -3.727851 0.0 0.0 0.0
N 2.331411 -0.136359 -0.833103 0.2 0.0 0.0
C 3.226801 -0.811488 -0.448476 -0.1 0.0 0.1
H -0.585391 -2.878578 -3.137540 0.0 0.0 0.1
C 1.462291 1.857804 1.945108 0.0 0.0 0.1
H 2.398537 -0.111804 1.786026 0.0 0.0 0.0
C -3.533542 0.488266 -2.310430 -0.1 -0.1 0.0
H 3.500399 -1.339327 -5.205602 0.0 0.0 0.0
C -0.258161 3.610939 0.504951 0.0 0.1 0.0
H 1.811817 1.921666 -3.188824 0.0 0.0 0.1
C 0.021445 -2.102874 1.977127 0.0 -0.1 0.0
C -2.284525 -0.094315 -2.138824 0.1 0.1 0.0
C -3.236037 0.947127 1.431732 -0.1 0.0 -0.1
H -2.644575 -2.730662 -4.231757 0.0 0.0 0.0
N 4.477263 -2.312537 2.243595 0.0 0.0 0.0
H -1.396532 3.564591 -5.463943 0.0 0.0 0.0
N -0.219008 4.968918 -4.523861 0.0 0.0 0.0
H 1.721840 -2.789361 -4.245803 0.0 0.0 0.0
S 0.003760 -0.358066 1.485243 0.1 -0.1 -0.2
C 1.957174 3.482429 -5.224461 0.1 0.0 0.0
H -1.886711 2.474541 -0.318477 0.0 0.0 0.0
C -1.372718 -2.454424 2.503382 0.1 0.0 0.1
H -4.243275 1.358054 1.385617 0.0 0.0 0.0
N 2.136492 4.638754 -4.576664 -0.1 -0.1 0.0
C 1.587466 0.968268 -3.658520 0.2 0.0 0.0
C -4.131782 -1.250984 -3.837943 0.0 0.0 0.0
C 0.377083 -1.054927 -3.791755 -0.2 0.1 -0.1
```
Forces are in eV/Å.

HOMO-LUMO gap (alpha / beta) = 0.253 / 0.212 Eh
charge = +1
relative energy (zero: lowest compared OMol25 entry of this formula, charge and spin) = 2.4389 eV
HOMO (alpha / beta) = -0.4045 / -0.4045 Eh
E = -4465.6260 Eh
<S²> = 0.7916
multiplicity = 2

Löwdin atomic charge list, values in e, 8 entries: Ti 0.920; C -0.111; H 0.106; C -0.361; S 0.876; H 0.126; H 0.085; C -0.012